Entry 1:
57
Properties=species:S:1:pos:R:3:forces:R:3 method="wB97M-V/def2-TZVPD" homo_ha=-0.221 gap_ev=4.3 spin_multiplicity=1 de_lowest_kcal_mol=48.1
C -6.303 2.709 2.768 0.071 -0.514 -0.253
O -6.033 1.584 1.902 -0.205 0.416 0.361
C -4.755 1.176 1.815 1.846 -0.471 0.349
C -3.690 1.711 2.561 -0.472 -0.022 -0.686
C -2.372 1.344 2.294 0.471 -0.315 0.129
C -2.040 0.376 1.330 -0.208 -0.896 -1.000
C -0.606 -0.121 1.046 2.587 -0.028 2.037
C 0.445 0.925 1.380 -0.344 -0.568 -0.492
C 1.735 0.367 1.409 0.224 0.999 0.610
C 2.824 1.165 1.601 -0.109 0.596 -0.339
Br 4.534 0.360 1.727 0.081 0.032 -0.079
C 2.760 2.637 1.692 0.109 -0.121 0.706
O 3.759 3.338 1.904 -0.372 -0.218 -0.286
C 1.390 3.154 1.600 0.704 -1.148 -0.214
Br 1.188 4.998 1.863 -0.122 0.335 -0.130
C 0.300 2.340 1.379 0.058 -0.235 -0.099
C -3.118 -0.253 0.683 0.089 0.289 0.325
C -4.423 0.115 0.952 -0.906 0.578 -0.084
H -7.349 2.947 2.576 0.145 0.068 0.120
H -6.164 2.430 3.824 -0.050 0.067 -0.296
H -5.660 3.568 2.527 -0.196 -0.258 -0.028
H -3.893 2.465 3.302 0.188 0.105 0.141
H -1.598 1.826 2.892 -0.177 -0.278 -0.245
H -0.396 -1.109 1.682 -0.460 2.093 -1.183
H 1.879 -0.701 1.284 -0.068 -0.015 0.212
H -0.652 2.855 1.179 0.348 -0.535 0.320
H -2.934 -1.038 -0.049 -0.110 0.119 0.172
H -5.267 -0.352 0.473 -0.016 -0.262 -0.338
C 3.177 -4.230 -0.620 0.788 1.050 -0.149
C 1.789 -4.790 -0.381 -0.223 0.083 -0.224
C 0.792 -3.624 -0.558 -0.648 -0.381 0.931
N 1.563 -2.467 -1.016 0.287 0.747 0.267
C 1.065 -1.228 -1.177 0.371 -0.153 0.489
C -0.151 -0.635 -0.528 -3.320 -1.383 -0.750
C -0.552 0.524 -1.484 -0.404 -0.138 0.360
C 0.656 0.787 -2.307 0.865 0.025 0.166
C 1.569 -0.286 -2.175 0.763 1.364 -0.753
C 2.732 -0.229 -3.005 0.521 -0.262 -0.081
C 3.016 0.862 -3.848 -0.558 -0.507 0.433
C 2.112 1.940 -3.884 -0.298 -0.523 0.189
C 0.935 1.894 -3.120 0.083 -0.106 -0.215
C 3.002 -2.835 -1.254 -0.698 0.076 -0.811
H 3.751 -4.121 0.302 -0.161 -0.091 -0.010
H 3.785 -4.817 -1.308 -0.120 -0.214 0.167
H 1.572 -5.572 -1.101 -0.098 -0.105 -0.055
H 1.731 -5.230 0.609 -0.185 -0.007 0.069
H 0.010 -3.899 -1.291 0.359 0.384 0.181
H 0.278 -3.422 0.397 0.221 0.102 -0.367
H -0.906 -1.465 -0.382 0.487 0.537 -1.358
H -1.383 0.283 -2.167 0.089 -0.075 0.410
H -0.829 1.382 -0.868 -0.100 0.103 -0.287
H 3.454 -1.048 -3.005 -0.254 0.397 0.087
H 3.915 0.871 -4.499 -0.729 -0.110 0.714
H 2.316 2.770 -4.565 -0.156 -0.131 0.388
H 0.215 2.715 -3.182 0.262 -0.299 0.071
H 3.652 -2.059 -0.834 -0.206 -0.162 -0.016
H 3.175 -2.887 -2.344 -0.044 -0.032 0.424

Entry 2:
183
Properties=species:S:1:pos:R:3:forces:R:3 method="wB97M-V/def2-TZVPD" homo_ha=-0.477 total_charge=+2 gap_ev=0.9 spin_multiplicity=1
Zr -0.582 0.077 0.129 0.146 0.083 -0.178
O -4.369 3.613 -0.408 -3.028 4.775 0.472
C -5.097 4.668 -0.379 3.944 -5.907 -1.044
O -5.023 5.679 0.412 -0.916 0.423 0.181
B -6.180 6.557 0.088 -0.040 0.558 -1.057
O -6.856 5.947 -1.087 -0.037 1.921 1.053
C -6.233 4.892 -1.429 -1.314 -3.829 -3.515
O -6.561 4.142 -2.367 1.570 2.158 2.968
O -5.708 7.936 -0.210 -1.545 1.553 3.159
C -6.255 8.738 0.793 0.492 4.912 -1.306
O -6.244 9.977 0.991 0.650 -5.891 -1.342
C -7.243 7.818 1.662 -2.424 2.397 4.503
O -7.190 6.671 1.142 0.213 -1.805 -0.240
O -7.901 8.221 2.643 2.533 -1.367 -3.799
O -1.345 -3.919 3.945 -0.887 -1.210 2.321
C -1.657 -4.754 4.772 1.005 -0.856 -2.822
O -1.538 -6.106 4.485 -0.641 1.576 1.272
B -1.902 -6.873 5.669 0.029 0.514 0.892
O -2.401 -5.937 6.721 0.437 3.378 -1.704
C -2.247 -4.613 6.228 -1.063 1.928 1.870
O -2.510 -3.483 6.703 0.977 -5.442 -1.468
O -0.693 -7.577 6.215 0.579 -0.079 0.297
C -0.812 -8.852 6.261 5.237 -3.054 1.725
O 0.072 -9.704 6.621 -4.261 3.583 -1.495
C -2.184 -9.175 5.637 -4.079 -3.407 -3.746
O -2.812 -8.001 5.453 0.621 -1.398 0.116
O -2.592 -10.270 5.161 2.045 4.551 2.670
C 4.018 6.062 -5.055 -0.982 2.268 1.146
C 3.369 6.511 -3.647 2.605 -0.014 -0.830
O 2.893 5.438 -2.899 -1.560 -1.254 1.785
P 2.468 5.571 -1.343 -2.217 -3.200 1.238
O 1.839 4.237 -0.885 1.632 3.273 -1.092
O 3.767 6.012 -0.484 -1.477 -0.096 -0.589
C 4.665 5.078 0.148 1.594 0.059 0.067
C 6.070 5.658 -0.007 0.420 -0.746 -0.044
O 1.387 6.791 -1.187 2.286 -1.069 -1.214
C 1.804 8.149 -1.560 -0.808 0.468 1.236
C 1.556 8.964 -0.297 0.528 1.067 0.419
H 4.078 7.040 -5.534 -0.339 0.160 -0.493
H 5.082 5.832 -5.091 -0.271 -0.893 0.753
H 3.379 5.444 -5.687 0.140 -0.183 0.363
H 4.149 6.870 -2.976 0.739 0.711 -0.685
H 2.656 7.335 -3.682 -0.285 -0.474 -0.885
H 4.515 4.838 1.201 -1.082 0.660 0.013
H 4.693 4.110 -0.353 -0.482 0.096 -0.224
H 6.364 5.323 -1.001 0.564 0.707 -0.059
H 6.263 6.713 0.192 -0.783 0.159 -0.454
H 6.762 5.211 0.708 -0.103 -0.574 -0.021
H 2.818 8.254 -1.944 0.238 -0.400 0.765
H 1.220 8.505 -2.409 -0.568 -0.246 0.194
H 2.114 8.634 0.579 0.326 -0.530 -0.306
H 1.892 9.994 -0.418 0.003 0.139 -0.326
H 0.540 9.046 0.087 -0.285 -0.393 -0.685
C -8.233 -3.123 -3.668 -0.480 -0.385 1.096
C -8.039 -3.535 -2.146 -1.385 0.568 -3.200
O -6.807 -2.997 -1.861 2.548 0.346 1.892
P -5.538 -3.841 -1.356 -0.452 1.136 -0.515
O -4.415 -2.875 -1.186 -0.783 -1.420 0.139
O -5.972 -4.660 -0.050 0.940 -0.258 -2.005
C -6.727 -5.927 -0.004 -0.776 0.637 1.662
C -7.502 -5.652 1.314 -0.947 -0.535 -0.275
O -5.454 -4.914 -2.549 -0.228 -0.614 3.236
C -5.021 -4.561 -3.804 0.787 -1.664 -2.436
C -5.653 -5.594 -4.839 -0.510 2.212 -0.645
H -9.106 -3.605 -4.108 -0.103 0.142 0.020
H -8.347 -2.039 -3.675 -0.062 -0.052 -0.222
H -7.363 -3.386 -4.270 -0.066 -0.037 0.238
H -8.774 -2.965 -1.579 -0.203 -0.654 0.278
H -8.102 -4.621 -2.081 -0.051 0.136 0.444
H -7.387 -6.091 -0.856 -0.031 0.559 0.028
H -6.099 -6.818 0.002 0.535 0.430 0.318
H -6.903 -5.560 2.220 0.448 0.133 -0.420
H -8.083 -4.740 1.175 0.348 0.276 -0.022
H -8.293 -6.346 1.599 0.205 -0.650 -0.453
H -5.222 -3.505 -3.985 -0.419 -0.121 -0.540
H -3.939 -4.664 -3.884 0.180 -0.014 0.287
H -6.653 -5.227 -5.070 -0.307 -0.155 0.207
H -5.174 -5.468 -5.810 0.438 -0.049 0.067
H -5.771 -6.666 -4.682 0.615 0.223 0.919
C -3.964 1.181 -8.497 0.542 0.095 0.776
C -2.448 0.935 -8.435 -0.088 0.384 -0.150
O -2.102 0.604 -7.072 0.529 0.263 1.619
P -0.780 1.117 -6.300 0.866 -0.145 1.222
O -0.771 0.902 -4.789 -0.527 0.447 -3.298
O 0.466 0.311 -6.969 -1.293 2.253 1.123
C 0.914 0.598 -8.310 0.545 -1.380 -1.147
C 2.449 0.496 -8.345 -0.675 -0.183 0.766
O -0.564 2.660 -6.815 -0.702 -1.511 -0.095
C -1.570 3.692 -6.484 1.407 0.968 -0.768
C -1.576 4.829 -7.576 0.440 -1.130 -0.269
H -4.338 0.396 -7.839 -0.624 0.085 -0.221
H -4.220 2.152 -8.075 0.121 -0.023 0.321
H -4.468 1.188 -9.464 0.527 -0.494 -0.159
H -2.163 0.057 -9.014 0.066 0.282 -0.294
H -1.849 1.819 -8.651 -0.135 -0.118 -0.718
H 0.459 -0.248 -8.825 0.217 0.214 -0.708
H 0.608 1.525 -8.794 -0.509 0.111 0.702
H 2.841 -0.161 -9.121 -0.187 0.190 -0.089
H 2.921 1.478 -8.389 0.035 -0.138 0.021
H 2.641 0.028 -7.379 0.664 0.040 -0.061
H -2.535 3.218 -6.305 0.054 0.251 0.169
H -1.068 4.134 -5.623 -0.964 0.074 0.456
H -0.550 5.012 -7.898 0.241 0.124 0.477
H -2.035 4.592 -8.536 -0.515 -0.454 0.229
H -2.004 5.779 -7.254 -0.031 -0.258 0.414
C 2.739 6.926 5.545 -0.544 0.935 -0.274
C 1.755 5.893 6.064 0.491 -0.786 -0.260
O 0.959 5.208 5.051 -0.493 -0.138 -0.013
P -0.318 4.242 5.389 1.449 0.932 -0.642
O -0.571 3.375 4.180 0.017 1.302 2.500
O 0.168 3.526 6.763 -1.032 -0.275 -1.928
C -0.227 3.914 8.075 -0.578 0.872 0.398
C 0.066 2.861 9.084 0.158 0.015 0.186
O -1.472 5.273 5.887 1.195 -1.934 0.349
C -1.750 6.580 5.425 -1.197 1.049 0.193
C -2.013 7.620 6.581 0.789 -0.845 -0.352
H 3.612 6.552 5.010 -0.300 -0.396 -0.052
H 2.287 7.718 4.948 -0.160 -0.101 -0.166
H 3.125 7.442 6.424 0.070 -0.075 0.162
H 2.450 5.170 6.492 -0.616 -0.494 0.481
H 1.086 6.298 6.823 0.110 0.129 -0.017
H 0.323 4.825 8.308 -0.321 0.184 0.049
H -1.308 4.023 8.155 0.061 0.828 -0.549
H 0.153 3.351 10.054 0.249 -0.032 0.043
H -0.831 2.247 9.168 0.623 -0.782 -0.130
H 1.011 2.395 8.804 -0.247 -0.570 0.404
H -1.025 6.906 4.679 0.348 0.087 0.388
H -2.696 6.496 4.890 -0.038 0.047 -0.174
H -3.015 7.558 7.007 -0.185 0.095 -0.586
H -1.399 7.498 7.473 0.543 -0.292 -0.259
H -1.772 8.606 6.184 -0.412 0.076 0.054
C -0.380 -9.170 -1.246 1.342 -0.006 0.030
C 0.237 -7.745 -1.006 -3.231 -0.228 -0.430
O 0.744 -7.153 -2.181 2.993 1.516 -1.518
P 1.639 -5.785 -2.024 0.739 0.363 0.342
O 1.102 -4.561 -1.300 0.988 -2.950 -1.522
O 3.078 -6.297 -1.426 -0.602 0.161 0.671
C 3.622 -7.642 -1.555 -1.516 -1.401 -1.264
C 5.112 -7.804 -1.585 1.260 0.217 -0.110
O 2.004 -5.493 -3.555 -1.245 2.161 2.246
C 2.365 -6.486 -4.403 -0.798 -2.782 -2.108
C 2.063 -6.263 -5.871 0.652 0.852 -0.442
H -1.101 -9.504 -0.501 0.186 0.579 0.438
H -0.916 -9.320 -2.183 0.238 0.659 -0.231
H 0.418 -9.912 -1.231 0.049 -0.124 -0.072
H -0.614 -7.064 -1.039 -0.575 -0.245 2.339
H 0.940 -7.652 -0.179 -0.309 -0.176 0.126
H 3.307 -8.367 -0.805 -0.732 0.840 0.719
H 3.146 -8.045 -2.449 0.300 -0.145 -0.149
H 5.443 -8.659 -0.996 -0.316 0.407 0.971
H 5.597 -8.165 -2.492 -0.564 0.883 -0.840
H 5.577 -6.874 -1.260 0.312 -0.226 0.100
H 3.346 -6.911 -4.192 0.324 0.534 -0.265
H 1.673 -7.327 -4.343 0.044 -0.375 1.169
H 2.564 -5.441 -6.384 0.581 -0.173 0.099
H 2.337 -7.239 -6.271 -0.013 0.252 -0.699
H 1.016 -6.059 -6.091 -0.198 -0.354 0.477
C 6.520 0.301 6.626 0.630 1.761 -0.307
C 5.809 -0.948 6.239 1.150 -0.240 1.502
O 4.803 -0.670 5.318 -2.390 -0.514 -0.555
P 4.747 -1.292 3.868 0.748 0.099 -1.050
O 3.558 -0.918 3.047 1.389 -0.584 1.325
O 6.136 -0.655 3.386 -0.337 0.163 -0.537
C 7.287 -1.411 3.099 0.508 -2.540 -0.472
C 8.361 -0.646 2.432 0.359 2.731 -0.961
O 5.121 -2.881 3.895 -0.082 2.481 -1.299
C 4.929 -3.731 4.972 -1.126 -1.752 1.086
C 4.663 -5.190 4.427 0.362 1.474 1.221
H 5.865 1.124 6.911 -0.420 -0.289 0.226
H 7.253 0.203 7.426 -0.116 -0.450 0.017
H 7.051 0.726 5.775 0.185 -0.213 -0.192
H 6.563 -1.641 5.868 -0.221 -0.237 -0.186
H 5.358 -1.361 7.141 -0.186 -0.335 -0.152
H 7.676 -1.983 3.942 0.019 0.676 0.880
H 7.008 -2.285 2.511 -0.180 0.255 -0.739
H 8.717 0.235 2.965 0.441 -0.504 1.194
H 9.225 -1.150 1.999 -0.314 -0.503 0.416
H 7.979 0.003 1.644 -0.644 -0.719 -0.820
H 5.774 -3.682 5.660 0.300 -0.315 -0.204
H 4.097 -3.333 5.552 -0.361 -0.426 0.155
H 4.453 -5.880 5.244 0.044 0.158 0.204
H 3.774 -5.177 3.797 0.416 -0.045 -0.378
H 5.599 -5.524 3.979 -0.381 -0.088 -0.526

Entry 3:
110
Properties=species:S:1:pos:R:3:forces:R:3 method="wB97M-V/def2-TZVPD" homo_ha=-0.279 gap_ev=7.5 spin_multiplicity=1 de_lowest_kcal_mol=0.0
O -3.082 -1.239 -5.798 -0.970 0.020 -0.519
C -2.961 -1.539 -4.476 1.338 -0.006 0.412
C -1.736 -1.526 -3.837 0.098 0.554 0.160
C -1.646 -1.879 -2.494 -0.518 -0.551 -0.145
C -2.757 -2.465 -1.864 0.396 0.297 0.205
O -2.713 -2.929 -0.575 -0.209 -0.246 0.108
C -3.983 -2.565 -2.530 1.012 0.972 0.373
C -4.060 -1.958 -3.770 -1.274 -1.328 -1.286
H -2.331 -0.782 -6.179 0.287 0.037 0.400
H -0.875 -1.154 -4.382 0.123 -0.008 0.209
H -0.707 -1.738 -1.972 -0.020 -0.125 0.115
H -1.865 -2.792 -0.140 -0.038 0.250 -0.300
H -4.834 -2.981 -2.012 -0.069 -0.031 -0.106
H -4.953 -2.040 -4.387 -0.239 0.171 0.431
O 3.055 -6.373 1.158 0.781 0.199 0.516
C 3.209 -5.013 0.929 -0.975 -0.245 -1.813
C 4.419 -4.346 0.950 0.534 -0.234 0.121
C 4.483 -2.988 0.686 -0.562 0.072 0.431
C 3.329 -2.286 0.339 1.674 -0.119 -0.224
O 3.400 -0.944 0.086 -1.271 0.255 -0.244
C 2.149 -2.983 0.154 -0.728 -0.001 -0.342
C 2.094 -4.343 0.404 0.645 -0.125 1.369
H 2.813 -6.822 0.343 -0.053 0.088 -0.050
H 5.367 -4.856 1.073 -0.216 -0.254 0.446
H 5.429 -2.483 0.841 -0.019 0.120 -0.292
H 4.271 -0.547 0.065 0.313 -0.517 0.187
H 1.245 -2.502 -0.200 0.122 0.275 -0.078
H 1.190 -4.937 0.346 -0.188 0.307 -0.262
O 5.657 -1.540 -6.255 0.247 -0.800 0.371
C 4.434 -1.000 -5.916 1.646 0.342 -0.593
C 3.691 -1.721 -4.995 -0.542 0.651 -0.906
C 2.447 -1.222 -4.585 0.795 -0.925 -0.060
C 2.064 0.030 -5.010 -0.437 0.965 -0.270
O 0.845 0.580 -4.649 0.071 -0.705 0.634
C 2.905 0.769 -5.830 0.283 0.144 -1.868
C 4.073 0.257 -6.398 -1.420 -0.542 1.591
H 5.956 -1.406 -7.156 -0.387 0.394 -0.123
H 4.026 -2.730 -4.806 -0.061 0.011 0.371
H 1.828 -1.929 -4.052 -0.398 0.448 0.297
H 0.391 0.986 -5.391 0.227 0.170 -0.068
H 2.598 1.683 -6.334 -0.451 0.174 0.761
H 4.564 0.861 -7.144 0.485 -0.306 0.013
O -1.627 2.447 -2.983 -0.580 0.154 0.897
C -2.977 2.252 -3.132 0.179 -0.999 -0.197
C -3.597 1.231 -2.402 -0.096 0.616 0.929
C -4.926 0.925 -2.553 -0.007 -0.199 -0.919
C -5.652 1.539 -3.583 0.080 -0.539 0.364
O -6.925 1.065 -3.807 -0.062 0.158 -0.044
C -5.058 2.514 -4.361 -0.160 -0.026 1.113
C -3.726 2.875 -4.100 -0.211 0.155 -1.516
H -1.448 2.133 -2.048 0.469 0.176 -0.915
H -3.042 0.726 -1.621 0.186 -0.196 -0.208
H -5.316 0.067 -2.024 -0.314 0.186 0.107
H -7.166 1.248 -4.722 -0.040 0.071 0.082
H -5.697 3.065 -5.041 0.346 -0.064 -0.383
H -3.276 3.490 -4.875 0.261 0.403 0.538
O -2.428 -0.580 2.124 -0.673 -0.126 0.233
C -2.207 -0.927 3.454 1.319 0.785 -1.809
C -1.566 0.012 4.249 -0.257 -0.288 1.481
C -1.196 -0.373 5.526 -0.322 -0.130 0.427
C -1.537 -1.639 6.011 -0.006 0.327 0.152
O -1.406 -1.991 7.320 0.201 -0.417 0.510
C -2.135 -2.561 5.182 -0.267 -0.530 -1.124
C -2.358 -2.236 3.843 -0.499 0.487 0.480
H -3.158 0.067 2.124 0.024 0.121 -0.057
H -1.470 1.066 4.039 0.090 -0.100 -0.710
H -0.774 0.354 6.212 0.102 0.020 -0.008
H -0.878 -1.374 7.836 -0.064 0.231 -0.252
H -2.523 -3.520 5.497 0.453 -0.044 0.486
H -2.770 -2.919 3.112 -0.097 -0.153 0.201
N 0.355 1.446 1.353 0.116 -0.594 -1.547
C -0.008 1.186 0.066 -1.310 0.427 -1.486
N 0.919 0.480 -0.676 -0.168 -0.061 1.301
O -1.099 1.569 -0.455 2.084 -0.353 1.024
H 1.260 1.081 1.648 -0.301 0.330 0.650
H -0.198 2.089 1.881 -0.231 -0.184 0.286
H 1.623 -0.043 -0.165 0.168 0.394 -0.504
H 0.946 0.488 -1.681 -0.449 0.002 0.058
N 3.218 2.367 4.932 -0.481 0.675 0.746
C 1.972 2.845 5.331 -1.828 -0.442 0.919
N 1.009 2.840 4.294 1.810 -0.337 1.632
O 1.594 3.064 6.505 1.550 -0.382 -2.375
H 4.032 2.651 5.450 -0.163 0.111 0.243
H 3.388 2.172 3.959 -0.249 0.017 -0.150
H 0.128 3.127 4.687 -0.126 0.408 -0.696
H 1.375 3.074 3.384 -0.605 0.269 -0.115
N 1.597 -1.620 3.093 0.644 1.190 0.814
C 2.217 -0.487 3.557 0.327 0.110 -0.254
N 2.402 -0.440 4.918 -0.124 -0.021 -1.082
O 2.642 0.407 2.782 -0.356 -0.824 0.699
H 1.512 -1.756 2.105 -0.165 -0.144 0.017
H 1.156 -2.215 3.769 -0.265 -0.291 -0.332
H 2.621 0.460 5.331 0.017 -0.222 -0.122
H 1.946 -1.146 5.462 -0.085 0.046 0.286
N -3.398 2.638 0.627 -0.845 -0.594 1.416
C -4.339 2.600 1.643 -0.827 0.932 0.677
N -5.158 3.740 1.711 1.367 -1.159 -0.405
O -4.471 1.712 2.503 0.608 0.378 -1.738
H -3.334 3.381 -0.038 -0.337 0.194 -0.114
H -3.038 1.761 0.296 0.423 -0.027 0.235
H -5.985 3.715 2.272 0.077 0.074 0.186
H -4.922 4.524 1.135 -0.418 0.178 -0.073
N 3.142 3.030 1.141 0.518 1.081 0.228
C 3.742 4.062 1.838 -0.538 -0.595 0.819
N 4.910 3.742 2.514 -0.464 0.374 -0.413
O 3.196 5.143 1.988 0.409 -0.239 -0.390
H 3.475 2.086 1.178 -0.183 -0.180 0.073
H 2.201 3.247 0.857 0.012 -0.349 -0.199
H 5.386 4.540 2.894 0.153 -0.121 0.063
H 5.395 2.874 2.400 0.146 0.002 -0.210